*P*
Formula: C3H6O2S
Source: OMol25
Level of theory: ωB97M-V/def2-TZVPD

Last columns: bonded neighbours and bond lengths (Å).
Geometry (Å):
1 C -2.028 -0.193 -1.200  O2 1.370, H7 1.116, H8 1.085, H9 1.124
2 O -1.183 0.618 -0.489  C1 1.370, C3 1.328
3 C -0.042 0.141 -0.004  O2 1.328, S4 1.621, O5 1.308
4 S 0.581 -1.350 -0.142  C3 1.621
5 O 0.461 1.181 0.610  C3 1.308, C6 1.392
6 C 1.630 0.966 1.335  O5 1.392, H10 1.090, H11 1.090, H12 1.084
7 H -1.613 -0.424 -2.210  C1 1.116
8 H -2.943 0.373 -1.347  C1 1.085
9 H -2.215 -1.132 -0.611  C1 1.124
10 H 1.492 0.253 2.148  C6 1.090
11 H 1.933 1.881 1.844  C6 1.090
12 H 2.480 0.771 0.693  C6 1.084

**HOMO-LUMO gap**: 9.94 eV
**LUMO level**: 0.86 eV
**SMILES**: COC(=S)OC
**E_HOMO**: -9.08 eV

---

*Q*
Formula: C3H6O2S
Source: OMol25
Level of theory: ωB97M-V/def2-TZVPD

Last columns: bonded neighbours and bond lengths (Å).
Geometry (Å):
1 C -2.720 1.088 0.805  O2 1.400, H5 1.196, H6 1.216, H7 1.224
2 O -1.797 1.548 -0.141  C1 1.400, S3 1.660
3 S -0.223 1.048 0.031  O2 1.660, O4 1.709
4 O 0.615 2.315 0.813  S3 1.709, H8 1.047
5 H -3.798 1.190 0.296  C1 1.196
6 H -2.679 1.752 1.823  C1 1.216
7 H -2.505 -0.087 1.070  C1 1.224
8 H 1.073 2.890 0.069  O4 1.047
9 C 3.546 -2.730 -1.353  C10 1.203, H11 1.062
10 C 2.451 -3.127 -1.055  C9 1.203, H12 1.055
11 H 4.450 -2.218 -1.573  C9 1.062
12 H 1.586 -3.669 -0.787  C10 1.055

**HOMO-LUMO gap**: 9.52 eV
**LUMO level**: 0.53 eV
**SMILES**: COSO.C#C
**E_HOMO**: -8.99 eV

---

*R*
Formula: C3H6O2S
Source: OMol25
Level of theory: ωB97M-V/def2-TZVPD

Last columns: bonded neighbours and bond lengths (Å).
Geometry (Å):
1 C 1.555 -1.984 -1.053  O2 1.458, H7 1.157, H8 1.097, H9 1.181
2 O 0.808 -0.735 -0.971  C1 1.458, C3 1.339
3 C 0.647 -0.426 0.321  O2 1.339, S4 1.912, H10 1.107, H11 1.155
4 S 0.076 1.386 0.544  C3 1.912, C5 1.717
5 C -1.583 0.998 0.335  S4 1.717, O6 1.178, H12 1.208
6 O -1.982 -0.110 0.290  C5 1.178
7 H 0.896 -2.822 -0.603  C1 1.157
8 H 2.514 -2.002 -0.522  C1 1.097
9 H 1.609 -2.267 -2.198  C1 1.181
10 H 1.603 -0.633 0.839  C3 1.107
11 H 0.015 -1.198 0.904  C3 1.155
12 H -2.173 1.984 0.712  C5 1.208

**HOMO-LUMO gap**: 10.59 eV
**LUMO level**: 0.72 eV
**SMILES**: COCSC=O
**E_HOMO**: -9.87 eV

---

It is *P* that is the most stable of them.

---

*P*
Formula: C9H5NS
Source: OMol25
Level of theory: ωB97M-V/def2-TZVPD

Last columns: bonded neighbours and bond lengths (Å).
Geometry (Å):
1 N -1.574 3.999 3.294  C2 1.197
2 C -1.318 2.980 2.721  N1 1.197, C3 1.398
3 C -0.689 1.987 1.964  C2 1.398, C4 1.426, S11 1.725
4 C -1.218 0.666 2.033  C3 1.426, C5 1.476, H12 1.067
5 C -0.538 -0.160 1.017  C4 1.476, C6 1.374, C10 1.419
6 C -0.831 -1.476 0.746  C5 1.374, C7 1.419, H13 1.013
7 C 0.014 -2.375 0.045  C6 1.419, C8 1.412, H14 1.040
8 C 1.188 -1.802 -0.491  C7 1.412, C9 1.478, H15 1.133
9 C 1.482 -0.371 -0.261  C8 1.478, C10 1.402, H16 1.105
10 C 0.609 0.458 0.458  C5 1.419, C9 1.402, S11 1.751
11 S 0.698 2.137 0.949  C3 1.725, C10 1.751
12 H -2.155 0.415 2.477  C4 1.067
13 H -1.561 -1.937 1.276  C6 1.013
14 H -0.068 -3.412 0.074  C7 1.040
15 H 1.786 -2.488 -1.166  C8 1.133
16 H 2.377 0.160 -0.633  C9 1.105

**HOMO-LUMO gap**: 8.24 eV
**LUMO level**: -0.45 eV
**SMILES**: N#Cc1cc2ccccc2s1
**E_HOMO**: -8.69 eV

---

*Q*
Formula: C9H5NS
Source: OMol25
Level of theory: ωB97M-V/def2-TZVPD

Last columns: bonded neighbours and bond lengths (Å).
Geometry (Å):
1 N 4.127 -2.098 1.679  C2 1.156
2 C 3.130 -1.703 1.248  N1 1.156, C3 1.421
3 C 1.908 -1.185 0.739  C2 1.421, C4 1.367, S11 1.767
4 C 1.528 0.127 0.788  C3 1.367, C5 1.463, H12 1.105
5 C 0.217 0.316 0.167  C4 1.463, C6 1.405, C10 1.403
6 C -0.434 1.559 0.087  C5 1.405, C7 1.390, H13 1.073
7 C -1.676 1.623 -0.533  C6 1.390, C8 1.420, H14 1.098
8 C -2.288 0.439 -1.024  C7 1.420, C9 1.403, H15 1.094
9 C -1.634 -0.798 -0.929  C8 1.403, C10 1.407, H16 1.076
10 C -0.365 -0.863 -0.323  C5 1.403, C9 1.407, S11 1.753
11 S 0.708 -2.220 -0.040  C3 1.767, C10 1.753
12 H 2.163 0.937 1.189  C4 1.105
13 H -0.014 2.466 0.476  C6 1.073
14 H -2.119 2.625 -0.603  C7 1.098
15 H -3.243 0.482 -1.557  C8 1.094
16 H -2.008 -1.708 -1.363  C9 1.076

**HOMO-LUMO gap**: 8.80 eV
**LUMO level**: -0.13 eV
**SMILES**: N#Cc1cc2ccccc2s1
**E_HOMO**: -8.92 eV

---

It is *Q* that is the most stable of them.